16
Properties=species:S:1:pos:R:3 method="wB97M-V/def2-TZVPD" spin_multiplicity=2 lumo_ev="0.99 / -1.72" homo_ev="-10.913 / -10.576"
C -0.263 -0.749 1.335
C 0.047 0.715 0.929
C 1.583 0.859 0.638
H 0.089 -1.323 0.440
H -1.371 -0.824 1.453
H 0.165 -1.107 2.309
H -0.283 1.384 1.736
H -0.403 1.008 -0.067
H 1.707 1.868 0.189
H 2.270 0.801 1.508
H 1.811 0.165 -0.199
C -1.074 -0.531 -2.083
O 0.281 -0.426 -1.640
H -1.483 -1.511 -1.798
H -1.787 0.128 -1.574
H -1.289 -0.458 -3.176

***

18
Properties=species:S:1:pos:R:3 method="wB97M-V/def2-TZVPD" lumo_ev=0.88 smiles=CP(C)CC(O)O homo_ev=-9.078
C -1.259 -1.508 0.229
P -0.505 0.090 0.897
C -2.037 1.083 0.399
C 0.392 0.603 -0.630
C 1.987 0.161 -0.289
O 1.789 -1.170 0.083
O 2.741 0.922 0.630
H -1.828 -1.422 -0.716
H -1.811 -1.885 0.968
H -0.605 -2.169 -0.147
H -2.026 2.093 0.911
H -2.886 0.428 0.570
H -2.028 1.398 -0.607
H 0.300 -0.074 -1.480
H 0.357 1.572 -0.924
H 2.646 0.108 -1.129
H 2.618 -1.561 -0.071
H 2.155 1.334 1.306

***

18
Properties=species:S:1:pos:R:3 method="wB97M-V/def2-TZVPD" spin_multiplicity=4 lumo_ev="0.55 / -1.58" homo_ev="-6.109 / -8.482"
H -0.763 2.537 -4.150
O -0.808 3.476 -3.899
C 0.340 3.782 -3.140
H 1.264 3.559 -3.698
H 0.320 4.857 -2.917
H 0.373 3.213 -2.196
C -1.178 -2.229 -5.968
O -0.932 -0.924 -5.489
C 0.425 -0.541 -5.348
C 0.462 0.869 -4.856
Pt -1.900 0.339 -4.370
H -2.251 -2.401 -5.822
H -0.892 -2.268 -7.030
H -0.609 -2.987 -5.409
H 1.279 0.297 -5.993
H 1.036 -1.332 -4.893
H 0.355 1.688 -5.582
H 0.888 0.964 -3.845

***

Going through the records in order, we get relative energy (zero: lowest compared OMol25 entry of this formula, charge and spin) values of 13.4; 34.5; 61.6 kcal/mol.